{
  "formula": "C3H13NO3",
  "method": "ωB97M-V with the def2-TZVPD basis set",
  "energy_ha": -402.27834,
  "multiplicity": 1,
  "species": ["C", "C", "C", "N", "H", "H", "H", "H", "H", "H", "H", "H", "H", "O", "H", "H", "O", "H", "H", "O"],
  "xyz": [[-2.2033, -0.3309, -1.0645], [-0.9282, 0.2179, -0.5360], [-0.7926, 0.6493, 0.7948], [0.3004, 1.3653, 1.2390], [-3.1182, 0.2138, -0.8377], [-2.2399, -1.4079, -0.8784], [-2.1879, -0.2408, -2.1339], [0.0435, 0.0713, -1.0094], [-1.8186, 0.8755, 1.0935], [1.0908, 1.2892, 0.5560], [0.5780, 1.1873, 2.2030], [2.3321, 0.0010, -0.5572], [2.4618, 1.7969, -1.4822], [1.8008, 1.2905, -1.0114], [-1.9774, -0.7737, 1.5750], [-0.5579, -1.0405, 0.7530], [0.1058, -1.8762, 0.6144], [3.4677, -0.7270, 0.2662], [1.0473, -1.5897, 0.4573], [2.5960, -0.9714, -0.0412]],
  "atomic_forces_ev_per_a": [[0.304, 0.305, -1.089], [0.547, -2.190, 0.705], [-2.479, 2.554, 0.454], [-0.537, -2.015, 0.209], [0.048, -0.136, 0.979], [-0.193, 0.222, 0.122], [0.312, -0.102, -0.765], [-0.208, 0.680, -0.985], [0.345, 0.948, 0.867], [0.274, 0.182, -0.225], [-0.248, 0.484, -0.165], [0.051, -1.028, 0.491], [0.075, 0.069, -0.015], [-0.280, -0.853, 0.534], [1.527, 0.851, -0.637], [3.138, -3.786, -0.014], [-2.186, 2.222, -0.116], [0.272, -0.315, 0.368], [-0.112, 0.111, 0.356], [-0.648, 1.798, -1.073]]
}

---

{
  "formula": "C3H13NO3S",
  "method": "ωB97M-V with the def2-TZVPD basis set",
  "energy_ha": -800.73603,
  "smiles": "N[C@H](CO)CS.O.O",
  "multiplicity": 1,
  "species": ["N", "C", "C", "O", "C", "S", "H", "H", "H", "H", "H", "H", "H", "H", "H", "O", "H", "H", "O", "H", "H"],
  "xyz": [[0.4601, 1.6986, 2.2011], [0.7562, 0.6853, 1.2185], [0.4435, 1.1262, -0.2184], [0.8114, 2.4794, -0.4992], [-0.0352, -0.5783, 1.5313], [0.4697, -2.0354, 0.5640], [-0.4604, 2.0991, 2.2276], [1.2175, 2.2638, 2.5283], [1.8272, 0.4760, 1.2518], [-0.6202, 1.0850, -0.4293], [1.0506, 0.5441, -0.9085], [0.4415, 3.1029, 0.1307], [-1.0764, -0.4016, 1.2564], [0.0142, -0.8150, 2.5937], [1.0740, -2.7124, 1.5147], [-2.3454, -1.2068, -1.3837], [-2.3356, -1.0217, -2.3336], [-3.2464, -0.9740, -1.1305], [-0.3202, -0.0062, -3.2946], [-0.5765, 0.4935, -2.4962], [0.0534, 0.7517, -3.7840]],
  "atomic_forces_ev_per_a": [[0.011, -0.357, 0.290], [-0.083, 0.171, -0.214], [0.428, 1.287, 0.098], [0.687, -0.043, -0.389], [-0.019, -0.279, 0.008], [-0.337, 0.185, -0.703], [0.036, 0.112, -0.028], [-0.071, 0.264, -0.092], [-0.021, 0.007, 0.222], [-0.406, -0.715, 0.016], [-0.384, -0.240, -0.126], [-0.140, -0.323, 0.315], [-0.086, -0.037, 0.164], [0.011, 0.082, -0.108], [0.370, -0.166, 0.587], [-0.302, 0.312, -0.212], [0.283, -0.141, 0.071], [0.074, -0.103, 0.126], [0.013, 1.497, 0.247], [-0.024, -0.767, -0.030], [-0.041, -0.745, -0.244]]
}

---

{
  "formula": "C3H13NO4",
  "method": "ωB97M-V with the def2-TZVPD basis set",
  "s_squared": 0.761,
  "energy_ha": -477.74415,
  "multiplicity": 2,
  "total_charge": -1,
  "species": ["C", "C", "C", "N", "H", "H", "H", "H", "H", "H", "H", "O", "H", "H", "O", "H", "H", "O", "H", "H", "O"],
  "xyz": [[-0.5133, 0.9725, -1.3623], [-0.0259, 0.9551, -2.6298], [1.0294, 2.3583, -0.2803], [0.2032, 1.2936, -0.2234], [-1.5301, 0.6683, -1.1049], [0.9572, 1.3089, -2.9151], [-0.4395, 0.2286, -3.3314], [1.7043, 2.5636, 0.5500], [0.9331, 3.1655, -1.0105], [1.1557, -1.9478, -2.2431], [1.8403, -1.3704, -1.0298], [1.7849, -1.2652, -1.9890], [0.7992, -0.0527, 1.4101], [0.7991, -0.1413, 2.9418], [1.1916, -0.5481, 2.1552], [-2.4158, -1.2337, 1.9262], [-2.3995, 0.2269, 1.5622], [-2.7576, -0.3768, 2.2240], [-1.0769, -2.8387, 0.7138], [0.0669, -2.1573, 1.5809], [-0.7986, -2.0342, 1.1669]],
  "atomic_forces_ev_per_a": [[1.113, -0.010, 1.196], [-0.533, -0.202, -0.717], [0.714, 0.082, 0.135], [-0.928, 0.641, -0.044], [0.132, -0.702, -0.440], [0.081, -0.067, 0.493], [-0.494, 0.566, -0.133], [-0.165, -0.151, 0.020], [-0.098, -0.275, -0.162], [-0.113, 0.192, -0.097], [-0.054, 0.392, -0.098], [0.412, -0.729, 0.224], [-0.125, 0.432, -0.399], [0.095, -0.118, -0.375], [0.059, -0.069, 0.475], [0.259, 0.323, 0.149], [0.146, 0.051, 0.060], [-0.336, -0.083, -0.075], [0.397, 0.051, 0.119], [0.006, 0.213, -0.025], [-0.569, -0.539, -0.306]]
}

---

Copy entry 1 word for word.
{
  "formula": "C3H13NO3",
  "method": "ωB97M-V with the def2-TZVPD basis set",
  "energy_ha": -402.27834,
  "multiplicity": 1,
  "species": ["C", "C", "C", "N", "H", "H", "H", "H", "H", "H", "H", "H", "H", "O", "H", "H", "O", "H", "H", "O"],
  "xyz": [[-2.2033, -0.3309, -1.0645], [-0.9282, 0.2179, -0.5360], [-0.7926, 0.6493, 0.7948], [0.3004, 1.3653, 1.2390], [-3.1182, 0.2138, -0.8377], [-2.2399, -1.4079, -0.8784], [-2.1879, -0.2408, -2.1339], [0.0435, 0.0713, -1.0094], [-1.8186, 0.8755, 1.0935], [1.0908, 1.2892, 0.5560], [0.5780, 1.1873, 2.2030], [2.3321, 0.0010, -0.5572], [2.4618, 1.7969, -1.4822], [1.8008, 1.2905, -1.0114], [-1.9774, -0.7737, 1.5750], [-0.5579, -1.0405, 0.7530], [0.1058, -1.8762, 0.6144], [3.4677, -0.7270, 0.2662], [1.0473, -1.5897, 0.4573], [2.5960, -0.9714, -0.0412]],
  "atomic_forces_ev_per_a": [[0.304, 0.305, -1.089], [0.547, -2.190, 0.705], [-2.479, 2.554, 0.454], [-0.537, -2.015, 0.209], [0.048, -0.136, 0.979], [-0.193, 0.222, 0.122], [0.312, -0.102, -0.765], [-0.208, 0.680, -0.985], [0.345, 0.948, 0.867], [0.274, 0.182, -0.225], [-0.248, 0.484, -0.165], [0.051, -1.028, 0.491], [0.075, 0.069, -0.015], [-0.280, -0.853, 0.534], [1.527, 0.851, -0.637], [3.138, -3.786, -0.014], [-2.186, 2.222, -0.116], [0.272, -0.315, 0.368], [-0.112, 0.111, 0.356], [-0.648, 1.798, -1.073]]
}